{
  "formula": "C34H17BrCl5CrFN4O4S",
  "method": "ωB97M-V/def2-TZVPD",
  "symbols": ["Cr", "Cl", "C", "C", "C", "Cl", "C", "Cl", "C", "Cl", "C", "Cl", "Br", "C", "C", "C", "C", "C", "C", "N", "N", "C", "C", "C", "C", "O", "C", "N", "C", "C", "C", "C", "H", "H", "H", "H", "H", "H", "H", "H", "H", "F", "C", "C", "C", "C", "C", "C", "H", "H", "H", "H", "O", "S", "O", "N", "C", "O", "C", "C", "C", "C", "C", "C", "H", "H", "H", "H"],
  "positions_angstrom": [[1.5964, 0.0862, 0.7238], [2.8816, -1.3223, 4.0417], [3.8360, -1.3543, 2.5924], [3.2902, -0.9021, 1.4000], [4.0414, -1.1484, 0.2620], [3.2534, -0.7966, -1.2684], [5.3153, -1.6979, 0.2600], [6.1794, -1.9458, -1.2081], [5.8649, -2.0589, 1.4868], [7.4529, -2.7243, 1.5492], [5.1147, -1.9108, 2.6537], [5.7770, -2.4405, 4.1564], [-5.8122, -1.1801, -6.3264], [-5.4269, -1.9871, -4.6554], [-4.1563, -2.4929, -4.4188], [-3.8732, -3.0760, -3.1966], [-4.8566, -3.1595, -2.2164], [-6.1329, -2.6856, -2.4836], [-6.4205, -2.0788, -3.6976], [-4.6597, -3.8947, -0.9996], [-3.6932, -3.6884, -0.2504], [-2.8255, -2.5748, -0.3555], [-3.1626, -1.3134, -0.8189], [-2.2888, -0.2328, -0.7647], [-1.0109, -0.3833, -0.2239], [-0.1263, 0.5458, -0.1521], [-0.6687, -1.6691, 0.3125], [0.5840, -1.7379, 0.8598], [0.9981, -2.9035, 1.3055], [0.1955, -4.0589, 1.2551], [-1.0651, -3.9948, 0.7406], [-1.5448, -2.7586, 0.2445], [-3.3926, -2.4227, -5.1807], [-2.8831, -3.4680, -3.0007], [-6.8994, -2.7940, -1.7266], [-7.4098, -1.6924, -3.8993], [-4.1526, -1.1439, -1.2203], [-2.5819, 0.7386, -1.1389], [1.9851, -2.9376, 1.7428], [0.5991, -4.9879, 1.6337], [-1.7065, -4.8639, 0.7012], [-0.2708, 2.8099, 5.9442], [0.1312, 2.1906, 4.7990], [1.4150, 2.4021, 4.3407], [1.8102, 1.7594, 3.1735], [0.9606, 0.9067, 2.4584], [-0.3314, 0.7529, 2.9643], [-0.7607, 1.3809, 4.1321], [2.0822, 3.0539, 4.8905], [2.8179, 1.9330, 2.8102], [-1.0453, 0.1194, 2.4457], [-1.7643, 1.2523, 4.5180], [3.5293, 3.7023, -3.6531], [3.5194, 4.1133, -2.2761], [4.4255, 5.1539, -1.8742], [3.6619, 2.8116, -1.2932], [2.5777, 2.6464, -0.5905], [2.4018, 1.7418, 0.2853], [1.4822, 3.6388, -0.8291], [0.2404, 3.7104, -0.2252], [-0.6074, 4.7354, -0.6287], [-0.2148, 5.6500, -1.6043], [1.0384, 5.5705, -2.2033], [1.8668, 4.5481, -1.7900], [-0.0452, 2.9860, 0.5265], [-1.5891, 4.8243, -0.1811], [-0.8955, 6.4389, -1.8990], [1.3490, 6.2789, -2.9594]],
  "forces_ev_per_a": [[-0.375, 0.960, 0.395], [0.007, 0.071, -0.009], [-0.010, 0.028, 0.045], [0.130, -0.259, -0.440], [0.060, -0.001, -0.025], [0.040, -0.027, 0.034], [-0.004, -0.009, -0.046], [0.000, 0.003, 0.038], [0.005, -0.008, -0.001], [-0.005, -0.002, 0.009], [0.050, -0.008, 0.014], [0.003, 0.013, -0.004], [-0.003, 0.012, -0.022], [0.022, -0.010, 0.030], [-0.008, 0.015, 0.018], [0.064, -0.121, -0.090], [-0.214, -0.078, 0.010], [-0.030, 0.016, 0.038], [0.016, 0.009, 0.009], [0.051, -0.104, -0.304], [0.023, 0.215, 0.159], [0.117, -0.079, 0.098], [-0.097, 0.091, 0.056], [0.048, 0.011, 0.035], [-0.127, -0.084, 0.076], [0.440, -0.185, -0.365], [0.127, 0.033, -0.085], [-0.275, -0.202, 0.147], [-0.130, 0.001, 0.120], [0.091, 0.011, 0.023], [-0.095, 0.044, 0.002], [0.021, -0.089, -0.042], [-0.004, -0.009, -0.009], [-0.015, 0.020, -0.006], [-0.007, 0.004, -0.013], [-0.001, -0.003, -0.003], [0.052, 0.045, 0.046], [-0.018, -0.003, -0.004], [-0.001, -0.025, -0.031], [-0.011, 0.002, 0.022], [-0.003, -0.004, 0.002], [0.017, -0.019, -0.048], [0.000, 0.047, 0.055], [0.006, -0.033, 0.000], [0.013, 0.001, -0.035], [-0.059, -0.293, 0.134], [-0.008, -0.081, 0.062], [-0.016, -0.020, -0.066], [-0.003, -0.001, -0.007], [-0.007, -0.005, -0.001], [0.006, -0.001, 0.011], [0.005, -0.005, 0.000], [0.019, 0.019, -0.026], [0.013, -0.027, -0.001], [0.025, 0.020, -0.028], [0.034, 0.015, 0.022], [-0.154, -0.126, 0.080], [0.215, 0.167, -0.057], [0.026, -0.049, -0.048], [-0.002, 0.051, 0.012], [0.015, -0.005, -0.018], [-0.003, 0.005, 0.006], [-0.005, -0.011, 0.014], [-0.063, 0.042, 0.013], [-0.006, 0.003, -0.008], [0.000, 0.009, 0.006], [-0.007, -0.006, -0.001], [0.006, 0.003, 0.003]],
  "mulliken_spin": [1.14, 0.00, -0.04, -0.01, 0.00, 0.00, 0.00, 0.00, 0.00, 0.00, 0.00, 0.00, 0.00, 0.00, 0.00, 0.00, 0.00, 0.00, 0.00, 0.00, 0.00, 0.00, 0.00, 0.00, 0.00, -0.01, 0.01, -0.03, -0.01, 0.00, -0.01, 0.00, 0.00, 0.00, 0.00, 0.00, 0.00, 0.00, 0.00, 0.00, 0.00, 0.00, 0.01, -0.01, 0.02, -0.07, 0.04, -0.01, 0.00, 0.00, 0.00, 0.00, 0.00, 0.00, 0.00, 0.00, -0.01, -0.01, 0.00, 0.00, 0.00, 0.00, 0.00, 0.00, 0.00, 0.00, 0.00, 0.00],
  "homo_lumo_gap_ha": [0.2541, 0.2423],
  "homo_energy_ev": [-5.52, -5.20],
  "e_tot_ev": -224314.0275,
  "s2": 0.766,
  "total_charge": -1,
  "max_force_ev_per_a": 1.1,
  "multiplicity": 2
}